Record 1
9 unconnected molecules or ions with the total composition C35H53F9N4O37S11 in a non-equilibrium geometry, computed with ωB97M-V/def2-TZVPD.

Last column: Mulliken charge in e.
Element x y z (Å)
C -3.169514 -0.092621 3.426427  -1.8418
C -2.139122 -0.217883 2.262057  2.7189
C -2.689287 0.535527 1.143257  -1.3538
N -3.086874 1.122258 0.259035  -0.6233
C -0.787301 0.487007 2.565883  -0.1803
C -0.887540 1.925698 3.082477  -1.7083
C -0.722109 3.001767 2.007888  -0.3587
C 0.605520 2.934808 1.252320  -0.9549
C 0.436506 3.136762 -0.266688  -0.9253
C 1.182762 2.087972 -1.080517  -0.4491
C 1.509532 2.558546 -2.496988  -0.9192
S 2.786706 1.518822 -3.248208  -0.0574
C 1.956478 0.116132 -3.824193  -0.0937
N 2.164010 -1.088513 -3.367152  -0.1897
N 1.380673 -1.931922 -4.124664  -0.3545
C 0.742226 -1.181278 -4.966509  -0.1714
O 1.060515 0.120496 -4.841061  0.0094
C -1.928256 -1.706704 1.876929  1.2530
C -0.971900 -1.768995 0.782310  -1.3734
N -0.305759 -1.729727 -0.135111  -0.4681
S -1.157778 -2.665813 3.310357  1.7950
C 0.501055 -3.069117 2.841938  -1.1440
O -1.865074 -3.887152 3.543026  -0.5970
O -1.080969 -1.829028 4.472123  -0.6394
S -3.368057 -2.708498 1.297051  1.4899
O -4.363671 -2.885774 2.303015  -0.5572
O -2.768269 -3.910544 0.813628  -0.5093
C -4.255944 -2.002327 -0.208856  0.2487
F -4.658482 -3.124114 -0.827825  -0.2684
F -3.441633 -1.365121 -1.051687  -0.2492
C -5.557553 -1.184115 0.129343  0.6242
F -6.521934 -2.109658 0.372235  -0.3360
F -5.424612 -0.451041 1.240380  -0.2070
C -6.087427 -0.344897 -1.063272  0.6028
F -5.495726 0.848074 -1.119025  -0.2534
F -5.877947 -1.012111 -2.217394  -0.2911
C -7.639383 -0.107003 -0.951033  0.6517
F -8.002658 0.175792 0.299805  -0.2328
F -8.328261 -1.136699 -1.431913  -0.2375
F -7.925129 0.964264 -1.713526  -0.2578
H -3.516381 -1.055511 3.770383  -0.1127
H -3.995360 0.548741 3.159430  0.4085
H -2.687574 0.365531 4.278363  0.6808
H -0.158882 -0.127289 3.195882  0.3480
H -0.281900 0.545479 1.604070  0.3058
H -0.068250 2.064186 3.782501  0.4123
H -1.791056 2.140753 3.644220  0.3695
H -0.745795 3.955127 2.532278  -0.0451
H -1.576001 3.022230 1.341874  0.5383
H 1.107785 1.988949 1.435364  0.6853
H 1.281517 3.707161 1.602210  0.5886
H -0.612937 3.073418 -0.539674  0.4203
H 0.753232 4.141783 -0.533555  0.5833
H 2.127511 1.833646 -0.611681  0.4802
H 0.585362 1.184618 -1.175573  0.0325
H 1.955690 3.546578 -2.458273  0.5527
H 0.618854 2.628251 -3.112069  0.3767
H 0.043294 -1.522962 -5.700628  0.5997
H 1.146546 -2.204493 2.911731  0.3480
H 0.775038 -3.763107 3.628838  0.5410
H 0.551064 -3.587901 1.893428  0.2321
C -4.353575 -2.975036 5.936328  0.3610
C -5.593317 -3.642417 6.489623  -0.3460
O -5.499733 -3.430884 7.908551  -0.3265
S -4.797457 -2.024625 8.197200  1.0796
O -5.786195 -1.041173 8.441551  -0.5740
O -3.737315 -2.244178 9.115105  -0.5252
O -4.199530 -1.789562 6.737523  -0.1935
H -3.468038 -3.598274 6.066062  0.1828
H -4.454629 -2.707864 4.888335  -0.2405
H -5.631815 -4.705072 6.271699  0.3339
H -6.505350 -3.162486 6.129647  0.3404
C 6.887045 1.483507 -5.754785  -0.3649
C 7.993192 2.396308 -5.272954  -0.1189
O 7.306577 3.561861 -4.793368  -0.3182
S 5.896693 3.135363 -4.169631  1.0903
O 6.028858 3.015820 -2.761562  -0.5460
O 4.889231 3.939112 -4.753692  -0.5002
O 5.838754 1.662515 -4.793250  -0.1884
H 6.514179 1.783780 -6.735998  0.3151
H 7.187359 0.440024 -5.784273  0.3097
H 8.686348 2.668758 -6.063088  0.3440
H 8.544588 1.955742 -4.440215  0.0389
C -0.584385 -6.056737 -2.259475  -0.2710
C -0.492290 -5.317882 -0.943329  0.0276
O 0.751871 -5.763594 -0.378071  -0.2970
S 1.808648 -6.051196 -1.548514  1.0926
O 2.655555 -4.928233 -1.702082  -0.5127
O 2.330969 -7.354537 -1.360881  -0.5652
O 0.760250 -6.067227 -2.759857  -0.3306
H -0.907032 -7.090185 -2.117974  0.3150
H -1.242105 -5.564385 -2.969970  0.3087
H -1.309806 -5.547082 -0.268202  0.2267
H -0.436887 -4.237665 -1.095410  -0.0071
C 2.095483 -3.208321 -9.096896  -0.3198
C 2.302236 -2.475812 -10.405848  -0.3821
O 1.641326 -1.215332 -10.209396  -0.3203
S 1.771702 -0.772441 -8.680033  1.2258
O 2.848044 0.136401 -8.547723  -0.5943
O 0.474666 -0.468982 -8.184880  -0.5229
O 2.225931 -2.186904 -8.097038  -0.2913
H 1.093151 -3.634421 -9.028044  0.2919
H 2.833835 -3.986250 -8.927692  0.3024
H 1.865820 -2.994541 -11.253804  0.3183
H 3.359557 -2.284630 -10.597663  0.2974
C -2.742113 7.377152 2.217849  -0.2729
C -2.511607 8.194189 3.471979  -0.3510
O -1.328875 7.621045 4.049398  -0.3263
S -0.355597 7.110229 2.888586  1.1020
O 0.632372 8.088738 2.629815  -0.5652
O -0.008236 5.761611 3.163192  -0.5191
O -1.424895 7.143533 1.700451  -0.2852
H -3.201322 6.413060 2.444941  0.2307
H -3.341089 7.900424 1.478445  0.3191
H -3.335966 8.128676 4.175497  0.3066
H -2.310578 9.241495 3.239244  0.3007
C -1.023933 2.523580 -7.115140  0.0317
C -0.836313 3.274700 -8.413073  -0.3715
O -1.503585 4.526689 -8.191372  -0.3271
S -1.365145 4.949469 -6.652678  1.0561
O -0.291575 5.861708 -6.509307  -0.5292
O -2.658986 5.245599 -6.157369  -0.5500
O -0.893669 3.525278 -6.095272  -0.2049
H -2.024388 2.091219 -7.045092  0.2233
H -0.282604 1.742642 -6.972120  0.0249
H -1.274486 2.762114 -9.263969  0.3171
H 0.218855 3.473834 -8.610860  0.3402
C 10.844399 1.934814 -0.458139  -0.3557
C 9.927635 0.932508 -1.127518  -0.3132
O 10.157748 1.134571 -2.529836  -0.2801
S 11.685426 1.554864 -2.774403  1.1082
O 12.427676 0.406863 -3.143631  -0.5488
O 11.691787 2.735537 -3.556396  -0.5271
O 12.037154 1.921735 -1.259029  -0.3077
H 10.423357 2.941267 -0.482134  0.2854
H 11.085395 1.664302 0.565612  0.3111
H 8.879342 1.097912 -0.896491  0.3445
H 10.201857 -0.093979 -0.876673  0.2629
C -3.665066 -3.535375 12.136569  -0.0770
C -2.451701 -4.401196 11.885754  -0.3112
O -2.000464 -4.761853 13.200197  -0.3314
S -3.255767 -4.900000 14.184424  1.0909
O -3.626936 -6.264181 14.282542  -0.5312
O -3.003590 -4.117677 15.337412  -0.5373
O -4.322461 -4.156398 13.253552  -0.3266
H -3.381695 -2.521263 12.422280  0.2965
H -4.332559 -3.497694 11.282991  0.0972
H -1.665390 -3.877354 11.351467  0.2930
H -2.714400 -5.314105 11.347293  0.3257

Forces on atoms 1 to 6 (eV/Å):
C 0.6 0.0 0.4
C -0.7 0.5 1.2
C 0.6 -1.2 0.7
N -0.6 1.1 -1.4
C 0.1 0.0 -0.7
C 0.3 0.2 -0.1

Calculated values
Max |F| (hartree/bohr): 0.0472
Spin multiplicity: 1
SMILES: C[C@@](C#N)(CCCCCCCSc1nnco1)[C@@](C#N)(S(C)(=O)=O)S(=O)(=O)C(F)(F)C(F)(F)C(F)(F)C(F)(F)F.O=S1(=O)OCCO1.O=S1(=O)OCCO1.O=S1(=O)OCCO1.O=S1(=O)OCCO1.O=S1(=O)OCCO1.O=S1(=O)OCCO1.O=S1(=O)OCCO1.O=S1(=O)OCCO1
HOMO energy (eV): -8.91

Record 2
A molecular structure, C35H53FeN3O12P2Si in a non-equilibrium geometry, computed with ωB97M-V/def2-TZVPD.

Last column: Löwdin spin population.
Element x y z (Å)
Fe 0.119548 0.231280 -0.576762  3.6743
C 1.514748 3.932380 1.500038  0.0000
C 0.280748 3.966180 2.389138  0.0002
C 0.325448 5.096980 3.408938  0.0000
O 0.191648 2.730780 3.118438  0.0012
P -0.690752 1.539880 2.522938  0.0050
O -0.894552 1.543880 1.070838  0.0407
C 0.113948 0.128380 3.339738  -0.0004
P -0.500252 -1.366120 2.511238  0.0029
O -0.554152 -1.397320 1.048538  0.0212
O -1.919252 -1.475720 3.260438  0.0006
C -3.096252 -2.013620 2.640638  0.0001
C -3.599052 -1.076520 1.550438  0.0004
C -2.849152 -3.427920 2.130838  0.0001
O 0.366048 -2.599920 3.015738  0.0007
C 0.551948 -2.925520 4.397938  0.0002
C 0.130648 -4.375220 4.605738  0.0000
C 2.015848 -2.718620 4.763238  0.0000
O -2.151052 1.707980 3.149438  0.0018
C -2.429252 2.098180 4.497138  0.0005
C -3.267652 3.372380 4.463538  0.0000
C -3.180052 0.968480 5.191138  0.0001
H 1.545748 4.820480 0.873738  0.0000
H 1.482248 3.042680 0.873538  0.0001
H 2.415548 3.897380 2.108138  0.0000
H -0.615452 4.056580 1.762438  0.0001
H 1.218648 5.006380 4.021338  0.0000
H -0.544752 5.060080 4.060238  0.0000
H 0.343448 6.054680 2.897038  0.0000
H -0.121852 0.113980 4.399038  0.0000
H 1.182248 0.220580 3.187738  0.0000
H -3.824752 -2.041220 3.464638  0.0000
H -2.873452 -1.013520 0.743538  0.0011
H -3.730552 -0.078920 1.961438  0.0000
H -4.548652 -1.437020 1.162438  0.0000
H -1.974952 -3.435320 1.484438  0.0001
H -3.714652 -3.780920 1.576738  0.0000
H -2.668052 -4.105420 2.962138  0.0000
H -0.086052 -2.271520 5.006238  0.0000
H 0.688948 -5.017920 3.931038  0.0000
H -0.929052 -4.494120 4.399038  0.0000
H 0.327148 -4.676520 5.631038  0.0000
H 2.639048 -3.346220 4.132138  0.0000
H 2.178848 -2.987720 5.803638  0.0000
H 2.309248 -1.683420 4.612938  0.0000
H -1.480252 2.300080 5.010538  0.0000
H -4.202052 3.187380 3.939938  0.0000
H -2.735952 4.163680 3.942538  0.0000
H -3.486152 3.699380 5.476538  0.0000
H -4.149752 0.830880 4.718638  0.0000
H -3.327352 1.210080 6.240038  0.0000
H -2.626552 0.037680 5.108338  0.0000
O 1.668448 0.488080 0.959138  0.0271
C 2.915548 0.285580 0.919138  0.0027
C 3.740548 0.241480 -0.229462  0.0013
C 5.130048 0.144180 -0.084562  -0.0005
C 5.962548 0.105980 -1.190762  0.0016
C 5.418948 0.160380 -2.484962  0.0005
C 4.067948 0.235980 -2.657262  0.0028
C 3.162748 0.270880 -1.555962  0.0059
O 1.911948 0.315280 -1.770662  0.0534
N 7.356948 0.025780 -1.012162  0.0003
O 8.073048 -0.017720 -2.008562  0.0007
O 7.800848 0.004580 0.134338  0.0007
H 3.439748 0.112380 1.875138  0.0011
H 5.575948 0.119880 0.898138  0.0000
H 6.091848 0.139280 -3.327962  0.0001
H 3.631348 0.284880 -3.641262  0.0001
C -2.652152 2.291680 -1.382162  0.0157
Si -0.956452 1.667780 -2.079362  0.0494
C 0.263748 3.168180 -2.151162  0.0122
C -1.357552 1.101480 -3.874562  0.0073
C -2.266952 0.065080 -4.100362  0.0033
C -2.509252 -0.428420 -5.370162  -0.0003
C -1.845952 0.113480 -6.459462  0.0032
C -0.959652 1.159180 -6.261762  -0.0001
C -0.720152 1.645180 -4.988262  0.0035
H -3.060252 3.057180 -2.035362  0.0027
H -2.523552 2.711180 -0.391662  0.0002
H -3.379852 1.490680 -1.308662  0.0006
H -0.064752 3.915480 -2.868062  0.0022
H 1.254548 2.828080 -2.436262  0.0002
H 0.344848 3.647980 -1.181062  0.0002
H -2.785852 -0.375420 -3.260162  0.0005
H -3.194252 -1.252820 -5.514362  -0.0001
H -2.017252 -0.285820 -7.448262  0.0003
H -0.447752 1.593580 -7.109162  -0.0001
H -0.016352 2.452780 -4.858162  0.0003
O 2.107648 -0.133420 -5.313262  0.0001
C 2.237648 -1.527920 -5.364562  0.0000
N 1.132348 -2.160220 -6.023162  0.0000
C -0.006552 -2.748520 -5.558362  0.0002
O -0.759652 -3.273820 -6.361662  0.0001
C -0.324752 -2.754520 -4.109062  0.0005
C -1.084252 -3.839220 -3.639162  0.0006
C -1.552952 -3.810620 -2.341662  0.0011
C -1.257852 -2.711420 -1.553062  0.0046
N -0.529152 -1.678020 -1.982162  0.0377
C -0.075852 -1.703620 -3.230062  0.0036
H 1.801848 0.195280 -6.169562  0.0000
H 2.322348 -1.869720 -4.330562  0.0000
H 3.157348 -1.801720 -5.908662  0.0000
H 1.169448 -2.177520 -7.034962  0.0000
H -1.288552 -4.666220 -4.302762  0.0000
H -2.148152 -4.621020 -1.949862  0.0002
H -1.614452 -2.641320 -0.539862  0.0002
H 0.489948 -0.832320 -3.522062  0.0007

Forces on atoms 1 to 6 (eV/Å):
Fe 0.6 -0.9 0.1
C -0.3 -0.2 0.2
C 0.1 0.9 -0.4
C -0.1 -0.4 -0.2
O -0.2 -1.0 0.1
P -0.4 1.2 1.0

Calculated values
Max |F| (hartree/bohr): 0.0369
Spin multiplicity: 5
HOMO energy (alpha / beta) (eV): -5.91 / -6.81
ΔE to the lowest compared entry with this formula, charge and spin (eV): 0.009